119
Properties=species:S:1:pos:R:3 method="wB97M-V/def2-TZVPD" e_lumo_ev=3.484 charge=-2 max_force_ha_per_bohr=0.104 homo_energy_ev=-3.09 molar_mass_g_mol=1545.3 orbital_gap_ha=0.2416
Ba -0.3588 -0.2731 -0.2708
C -1.8372 -3.2982 1.7607
C -1.1280 -3.7849 0.5293
C -0.9838 -5.1112 0.0745
C -0.2012 -5.0238 -1.0622
C 0.2655 -6.1324 -1.9560
N 0.0919 -3.7204 -1.2548
N -0.4853 -2.9559 -0.2802
B 1.0085 -3.0831 -2.3471
N 2.2658 -2.4866 -1.6541
N 2.3110 -1.2013 -1.1746
C 3.4859 -1.0568 -0.5853
C 3.8785 0.2077 0.1156
C 4.2325 -2.2540 -0.6882
C 3.4134 -3.1368 -1.3592
C 3.6749 -4.5718 -1.6902
N 0.2212 -1.9964 -3.1284
N -0.2673 -0.9006 -2.5017
C -0.9669 -0.1903 -3.3858
C -1.6073 1.1337 -3.0289
C -0.9324 -0.8520 -4.6307
C -0.1676 -1.9915 -4.4234
C 0.2109 -3.0573 -5.4077
H -2.4635 -4.0926 2.1683
H -1.1106 -2.9842 2.5169
H -2.4825 -2.4428 1.5468
H -1.3972 -6.0105 0.5123
H -0.2285 -7.0586 -1.6606
H 0.0304 -5.9295 -3.0048
H 1.3465 -6.2819 -1.8873
H 1.3496 -3.9401 -3.1295
H 3.1461 0.9904 -0.0737
H 3.8919 0.0407 1.1952
H 4.8722 0.5412 -0.2021
H 5.2271 -2.4561 -0.3042
H 4.7458 -4.7650 -1.6273
H 3.1715 -5.2335 -0.9760
H 3.3250 -4.8333 -2.6922
H -0.8836 1.8150 -2.5829
H -1.9961 1.6095 -3.9324
H -2.4434 1.0220 -2.3432
H -1.4150 -0.5449 -5.5512
H -0.1701 -2.7854 -6.3950
H 1.2943 -3.1773 -5.4695
H -0.2171 -4.0262 -5.1314
Te -1.6414 2.8833 0.6242
Cl 3.5665 4.4706 4.2200
Ge 1.7902 2.8912 4.3005
Cl 0.1016 4.3261 3.6653
Cl 1.3744 3.0426 6.6084
F -2.4678 -0.5683 -0.0832
Sb -4.2727 -0.9394 -0.7798
F -3.7911 -0.9640 -2.5947
F -3.9102 -2.7842 -0.7901
F -6.0913 -1.1954 -1.2235
F -4.7609 -1.0565 1.0424
F -4.5288 0.9133 -0.8980
N 1.8186 -0.8061 2.7148
C 1.1087 -0.7144 1.7856
Br -3.5530 1.7712 1.9978
C -2.6471 0.8110 3.4194
C -3.4050 0.2593 4.4288
C -2.6964 -0.3941 5.4279
C -1.3133 -0.4469 5.3612
C -0.6724 0.1325 4.2747
N -1.3603 0.7534 3.3015
H -4.4857 0.3281 4.4298
H -3.2287 -0.8496 6.2541
H -0.7272 -0.9338 6.1343
H 0.4079 0.0931 4.1494
C 3.6789 2.8171 -2.4082
P 1.8704 2.4538 -2.0557
C 1.4432 3.9561 -1.1025
C 2.2520 4.3158 -0.0177
C 1.9176 5.3956 0.7915
C 0.7603 6.1273 0.5429
C -0.0840 5.7502 -0.4893
C 0.2464 4.6625 -1.3083
C 1.2712 2.7644 -3.7771
C 0.8495 3.9717 -4.3436
C 0.4498 4.0265 -5.6748
C 0.4862 2.8841 -6.4701
C 0.9347 1.6858 -5.9300
C 1.3205 1.6284 -4.5919
P 4.0440 4.4623 -3.2085
C 4.8787 5.3225 -1.8165
C 4.3741 6.5666 -1.4450
C 4.9186 7.2644 -0.3669
C 5.9781 6.7203 0.3446
C 6.4965 5.4799 -0.0214
C 5.9504 4.7867 -1.0946
C 5.4593 3.9688 -4.2858
C 6.6986 4.6110 -4.2928
C 7.6742 4.2691 -5.2299
C 7.4218 3.2923 -6.1840
C 6.1792 2.6627 -6.2064
C 5.2061 3.0052 -5.2732
H 4.0149 2.0118 -3.0577
H 4.2306 2.7608 -1.4721
H 3.1425 3.7419 0.2274
H 2.5545 5.6412 1.6326
H 0.4961 6.9600 1.1864
H -1.0109 6.2892 -0.6659
H -0.4340 4.3728 -2.1052
H 0.8285 4.8713 -3.7493
H 0.1155 4.9693 -6.0948
H 0.1640 2.9306 -7.5055
H 0.9691 0.7879 -6.5387
H 1.6550 0.6826 -4.1632
H 3.5297 6.9774 -1.9909
H 4.5030 8.2238 -0.0780
H 6.3994 7.2555 1.1892
H 7.3178 5.0486 0.5420
H 6.3540 3.8163 -1.3694
H 6.9088 5.3793 -3.5579
H 8.6354 4.7734 -5.2123
H 8.1830 3.0266 -6.9110
H 5.9645 1.9070 -6.9566
H 4.2286 2.5239 -5.3157

---

177
Properties=species:S:1:pos:R:3 method="wB97M-V/def2-TZVPD" e_lumo_ev=-8.196 charge=+1 max_force_ha_per_bohr=0.063 homo_energy_ev=-10.50 molar_mass_g_mol=1248.5 orbital_gap_ha=0.0847
Mg -5.6211 2.6197 -2.0583
C -0.2891 0.0951 -1.5060
O -0.7006 -0.8924 -0.5595
O -1.3002 1.0350 -1.6186
C 1.1953 0.6533 -1.5732
F 1.4347 1.6139 -2.4546
F 1.5115 1.2072 -0.3927
F 2.1463 -0.2113 -1.8897
C 0.1370 -1.2806 0.5434
C -0.6959 -2.0997 1.5308
H -0.8652 -3.1263 1.2058
H -0.2320 -2.1136 2.5171
H -1.6639 -1.6346 1.7173
H 0.5151 -0.4749 1.1727
H 1.0077 -1.8316 0.1879
H -0.4017 -0.4487 -2.4439
C 7.3200 8.9749 -5.6497
C 6.9615 10.4427 -5.3347
C 5.4606 10.5900 -5.7719
O 5.0411 9.2664 -6.1331
C 6.1446 8.4761 -6.4902
H 7.3813 8.4422 -4.7007
H 8.2857 8.9204 -6.1523
H 7.6857 11.0685 -5.8562
H 7.1029 10.7396 -4.2955
H 5.3717 11.2497 -6.6350
H 4.7391 10.9042 -5.0177
H 6.3769 8.6064 -7.5472
H 5.8843 7.4196 -6.4254
C 10.3672 -4.6985 -2.7447
C 10.1929 -6.0620 -3.3818
C 9.1845 -6.8102 -2.5316
O 8.2396 -5.7549 -2.1544
C 9.0584 -4.6088 -1.9303
H 10.4795 -3.8548 -3.4256
H 11.2855 -4.7823 -2.1635
H 11.1707 -6.5436 -3.3839
H 9.8745 -5.9578 -4.4190
H 9.5429 -7.2845 -1.6180
H 8.6256 -7.5580 -3.0941
H 9.3312 -4.6577 -0.8761
H 8.6285 -3.6396 -2.1833
C -3.4111 1.7395 8.9134
C -3.3258 2.2419 10.3324
C -4.7380 2.4743 10.6752
O -5.5191 1.6692 9.7326
C -4.8394 1.5997 8.5156
H -2.8744 0.7930 8.8479
H -2.8445 2.4369 8.2965
H -2.6788 3.1150 10.4173
H -2.9409 1.3721 10.8648
H -5.1168 3.4901 10.5617
H -4.9386 2.0490 11.6586
H -5.1728 2.3417 7.7901
H -4.8622 0.6267 8.0249
C -4.4082 -7.5246 8.2122
C -3.5781 -8.3816 7.3075
C -3.2807 -9.5578 8.2395
O -4.1782 -9.5542 9.2655
C -5.1471 -8.5848 8.9571
H -5.0610 -6.8920 7.6107
H -3.7830 -6.8610 8.8096
H -2.6441 -7.9725 6.9220
H -4.1847 -8.7734 6.4910
H -2.2719 -9.4074 8.6238
H -3.3289 -10.4462 7.6097
H -5.5784 -8.2281 9.8924
H -5.9618 -8.9967 8.3616
C 4.2480 -4.1502 -8.3198
C 4.3056 -4.6770 -9.7004
C 2.8192 -4.7052 -10.0638
O 2.1029 -3.9654 -9.1440
C 2.7600 -4.1814 -7.9473
H 4.5572 -3.1050 -8.3258
H 4.8408 -4.7136 -7.5991
H 4.7177 -5.6854 -9.7385
H 4.8666 -4.0750 -10.4152
H 2.2902 -5.6485 -10.1999
H 2.5794 -4.2057 -11.0024
H 2.3325 -5.1147 -7.5807
H 2.4911 -3.3267 -7.3266
C 13.6811 4.7113 2.6671
O 13.0633 4.0030 1.5861
C 11.7064 3.7802 1.6399
O 10.9975 4.0209 2.6281
O 11.2267 3.4145 0.4378
C 9.9340 2.9118 0.2488
H 13.3750 5.7529 2.7643
H 14.7652 4.6367 2.5825
H 13.4905 4.2424 3.6325
H 9.2198 3.7016 0.4815
H 9.8005 2.0098 0.8461
H 9.8056 2.5452 -0.7696
C 3.9092 9.2347 1.7474
O 3.2201 9.6161 2.9528
C 2.6813 10.7922 3.0596
O 2.4611 11.6194 2.1831
O 2.5150 10.9790 4.3255
C 2.1416 12.2632 4.7335
H 4.0233 8.1529 1.6784
H 4.9339 9.6023 1.8026
H 3.4051 9.6808 0.8901
H 1.7058 12.9409 3.9994
H 3.0102 12.7991 5.1164
H 1.4851 12.1562 5.5970
C 0.6246 -8.0283 -2.2082
O -0.6573 -8.2517 -1.6488
C -1.6475 -8.4170 -2.4990
O -1.5851 -8.3056 -3.6801
O -2.8147 -8.5762 -1.7796
C -4.0270 -8.9675 -2.3369
H 1.3056 -7.8593 -1.3741
H 0.4343 -7.0664 -2.6842
H 0.9913 -8.7401 -2.9478
H -4.4128 -8.2327 -3.0436
H -4.7781 -9.1415 -1.5663
H -3.9120 -9.9261 -2.8427
C -5.6933 4.6187 -8.2825
O -7.0879 4.3961 -8.4497
C -7.8594 4.3037 -7.4091
O -7.4886 4.1367 -6.2610
O -9.1122 4.1804 -7.7703
C -9.7482 4.5909 -9.0051
H -5.5198 5.6781 -8.0940
H -5.1718 4.3107 -9.1887
H -5.0959 4.1568 -7.4964
H -10.7814 4.2476 -9.0561
H -9.2191 4.2181 -9.8822
H -9.8486 5.6725 -9.0965
C -6.2795 8.1288 0.6989
O -5.0905 8.6144 0.1575
C -4.4263 7.8802 -0.6811
O -4.7987 6.7846 -1.1146
O -3.2144 8.4550 -0.9828
C -2.4135 7.8812 -1.9641
H -6.0561 7.3622 1.4409
H -6.9985 7.6745 0.0171
H -6.7837 8.8950 1.2879
H -3.0314 7.6572 -2.8336
H -1.8765 7.0083 -1.5928
H -1.6967 8.6075 -2.3471
C -5.4544 -3.1477 -5.1473
O -6.8815 -3.2580 -4.8917
C -7.4309 -2.3194 -4.1039
O -6.9251 -1.3422 -3.5335
O -8.7528 -2.6387 -3.9872
C -9.7046 -1.7980 -3.2806
H -5.1455 -3.6405 -6.0692
H -4.8029 -3.4602 -4.3312
H -5.1630 -2.1149 -5.3380
H -9.5189 -1.7555 -2.2073
H -10.6728 -2.2907 -3.3696
H -9.7467 -0.8146 -3.7489
C -7.7769 -5.7665 3.2964
O -9.0069 -5.9944 3.9999
C -9.4256 -7.2864 4.2909
O -8.8072 -8.2451 3.9537
O -10.6051 -7.2237 4.8179
C -11.2381 -8.3368 5.4985
H -6.9293 -6.1521 3.8630
H -7.6479 -4.6858 3.2379
H -7.6754 -6.2435 2.3216
H -11.8277 -8.9221 4.7928
H -11.8507 -7.9432 6.3097
H -10.5295 -8.9747 6.0268
C 2.8693 -2.9252 7.4949
O 3.0166 -1.5528 7.1090
C 4.0946 -1.1409 6.4140
O 5.0832 -1.7644 6.1083
O 3.9585 0.2044 6.3288
C 5.0391 1.0393 5.8581
H 1.8223 -3.1013 7.7420
H 3.4852 -3.1332 8.3698
H 3.1666 -3.5820 6.6775
H 5.8956 0.7723 6.4771
H 4.9584 2.1260 5.8346
H 5.1863 0.6847 4.8379

---

7
Properties=species:S:1:pos:R:3 method="wB97M-V/def2-TZVPD" e_lumo_ev=0.538 smiles=Fc1cnno1 max_force_ha_per_bohr=0.055 homo_energy_ev=-10.45 molar_mass_g_mol=88.0 orbital_gap_ha=0.4040 de_lowest_ev=1.521
C 0.6300 0.1213 0.1048
C -0.2428 1.1973 -0.0227
H -0.1474 2.3296 0.0845
N -1.4828 0.5047 -0.0247
N -1.3651 -0.7745 -0.0100
O 0.0767 -1.0515 0.0088
F 1.9051 0.0066 -0.0451

---

72
Properties=species:S:1:pos:R:3 method="wB97M-V/def2-TZVPD" e_lumo_ev=0.241 smiles="C[C@@H](O)CO[C@@H]1OC(=O)O[C@@]1(Br)[PH2]=S.CC(C)O.CC(C)O.CC(C)O.CC(C)O" max_force_ha_per_bohr=0.022 homo_energy_ev=-9.62 molar_mass_g_mol=545.5 orbital_gap_ha=0.3624
C 1.8612 1.8592 0.1843
C 2.3062 2.8990 -0.8299
O 2.7026 2.2629 -2.0538
C 1.2514 3.9875 -1.1493
O 0.0543 3.9147 -0.3504
C -1.0965 3.6510 -1.0253
O -2.0165 4.7671 -0.9454
C -3.2315 4.2233 -1.1526
O -4.1071 4.6406 -1.8415
O -3.2936 3.0400 -0.4387
C -1.9786 2.4849 -0.4617
Br -1.5825 1.9473 1.3384
P -1.9820 1.0345 -1.6381
S -0.4401 1.0044 -2.8239
H 0.8749 1.4650 -0.0587
H 2.5611 1.0170 0.1708
H 1.8398 2.2610 1.1985
H 3.2026 3.3894 -0.4399
H 2.2054 1.4328 -2.1066
H 1.6911 4.9766 -0.9897
H 1.0047 3.9128 -2.2101
H -0.9236 3.4544 -2.0869
H -3.1877 1.2339 -2.3198
H -2.1182 -0.0977 -0.8264
C 1.9175 -2.2338 2.9690
C 0.9888 -1.9477 1.7994
C -0.2687 -2.7991 1.8587
O 1.6693 -2.1464 0.5600
H 2.2374 -3.2791 2.9497
H 2.8102 -1.6109 2.9089
H 1.4233 -2.0449 3.9229
H 0.7125 -0.8909 1.8073
H -0.0080 -3.8604 1.8034
H -0.9202 -2.5734 1.0130
H -0.8257 -2.6280 2.7806
H 1.9288 -3.0730 0.5143
C 5.8308 1.7132 -3.9579
C 4.8031 1.9809 -5.0471
C 4.6380 3.4708 -5.3064
O 3.5510 1.3929 -4.7064
H 5.5075 2.1688 -3.0182
H 5.9376 0.6415 -3.7899
H 6.8065 2.1241 -4.2229
H 5.1114 1.4837 -5.9686
H 4.2855 3.9712 -4.4005
H 3.9013 3.6421 -6.0914
H 5.5818 3.9286 -5.6073
H 3.2517 1.8214 -3.8939
C -5.3891 1.2590 5.2405
C -3.9150 1.1098 4.8986
C -3.2069 2.4558 4.8671
O -3.7553 0.4291 3.6541
H -5.8926 1.8669 4.4836
H -5.8763 0.2844 5.2637
H -5.5246 1.7400 6.2099
H -3.4353 0.4654 5.6368
H -3.6465 3.0979 4.0986
H -2.1504 2.3282 4.6287
H -3.2860 2.9677 5.8268
H -4.1658 0.9681 2.9690
C -2.5822 -7.0757 0.1232
C -1.2080 -6.4515 -0.0613
C -0.5614 -6.8851 -1.3676
O -0.3612 -6.7649 1.0452
H -2.5011 -8.1658 0.1557
H -3.0275 -6.7472 1.0622
H -3.2528 -6.8070 -0.6938
H -1.2999 -5.3641 -0.0470
H -0.4212 -7.9696 -1.3783
H 0.4187 -6.4220 -1.4812
H -1.1768 -6.6113 -2.2253
H -0.2517 -7.7212 1.0707

---

11
Properties=species:S:1:pos:R:3 method="wB97M-V/def2-TZVPD" e_lumo_ev=-6.952 charge=+1 max_force_ha_per_bohr=0.089 homo_energy_ev=-14.51 molar_mass_g_mol=89.1 orbital_gap_ha=0.2776 de_lowest_ev=1.675
C -0.2012 0.4612 0.8114
C -0.9661 0.0611 -1.0609
C 1.1108 -0.1959 0.6585
O -0.1270 -0.9520 -1.4562
P 1.1604 -1.3879 -0.7417
H -0.4197 1.4967 0.6996
H -0.9016 0.1009 1.5877
H -1.9084 -0.2053 -0.5949
H -1.0375 0.7792 -1.8584
H 2.0235 0.4581 0.2892
H 1.2667 -0.6162 1.6657